# C29H23FeN11O4PS2

A molecular structure, C29H23FeN11O4PS2 (ωB97M-V with the def2-TZVPD basis set, the OMol25 dataset).

Element x y z (Å)
1 Fe -0.21265 -0.48010 -0.04858
2 C 1.42529 4.29768 -1.97868
3 C 1.64090 3.41646 -0.92864
4 N 0.64075 2.80176 -0.31242
5 C -0.58207 3.07243 -0.75298
6 C -0.79798 3.96828 -1.79637
7 N 0.20117 4.57850 -2.41564
8 C -1.70347 2.39833 -0.05307
9 C -2.90726 3.07070 0.14953
10 C -3.89964 2.50426 0.93357
11 C -3.61228 1.29436 1.56071
12 C -2.39957 0.68827 1.31338
13 N -1.47558 1.19069 0.45950
14 C -1.86836 -0.43189 2.12412
15 C -2.62836 -1.32230 3.05444
16 N -2.09717 -2.30272 3.65578
17 C -0.64745 -2.29737 3.76343
18 C 0.12498 -1.26204 2.93341
19 N -0.64178 -0.67050 1.87844
20 C -5.19421 3.19031 1.14336
21 C -5.82956 3.84793 0.09670
22 C -7.04191 4.47530 0.33832
23 N -7.63873 4.49230 1.52646
24 C -7.02554 3.86214 2.52416
25 C -5.81602 3.19894 2.38633
26 H 2.25354 4.78962 -2.47430
27 H 2.64318 3.20758 -0.57245
28 H -1.79733 4.16999 -2.16506
29 H -3.03933 4.06419 -0.25567
30 H -4.32737 0.83038 2.22574
31 H -3.71369 -1.25382 3.02893
32 H -0.43233 -2.25125 4.83239
33 H 0.66179 -0.46073 3.44747
34 H -5.40485 3.85174 -0.89870
35 H -7.55979 4.98613 -0.46536
36 H -7.52373 3.88991 3.48645
37 H -5.36080 2.72137 3.24412
38 S -2.28676 -1.41241 -0.60014
39 C -1.98744 -3.07364 -0.34955
40 C -3.13416 -3.92972 -0.26363
41 N -4.07554 -4.58794 -0.21420
42 C -0.71595 -3.60974 -0.32340
43 S 0.64599 -2.60504 -0.50231
44 C -0.51214 -5.02571 -0.28196
45 N -0.33053 -6.16084 -0.27961
46 N 3.86995 -1.05524 0.96906
47 C 2.53969 -1.18176 1.16403
48 O 1.79227 -0.23788 0.79097
49 C 2.08594 -2.43906 1.74834
50 C 2.99385 -3.52852 1.75960
51 N 3.79817 -4.35493 1.77130
52 C 0.89202 -2.45828 2.51970
53 N 0.15504 -3.36828 3.09900
54 H 4.21448 -0.20633 0.55863
55 H 4.51680 -1.74321 1.31660
56 C -0.12370 1.58438 -4.28749
57 O -0.16721 1.30283 -2.87900
58 P 0.16071 -0.15975 -2.31698
59 O -0.71100 -0.99979 -3.35547
60 C -0.57100 -2.39525 -3.63990
61 O 1.61824 -0.50852 -2.91211
62 C 2.80414 -0.10248 -2.22184
63 H 0.81682 1.23714 -4.71483
64 H -0.19819 2.66404 -4.38943
65 H -0.95598 1.09799 -4.79123
66 H -0.90192 -2.53648 -4.66607
67 H -1.20683 -2.97274 -2.97141
68 H 0.46630 -2.71112 -3.54258
69 H 3.37532 -0.99340 -1.96363
70 H 2.56469 0.44596 -1.31032
71 H 3.38871 0.52592 -2.89307

Values from the calculation:
⟨S²⟩ = 0.787
charge = 0
spin multiplicity = 2
energy above the lowest of the compared OMol25 structures with the same formula, charge and spin = 2.630 eV
E_tot = -120372.2405 eV
HOMO level (alpha / beta) = -7.518 / -7.723 eV
orbital gap (alpha / beta) = 5.7965 / 5.4064 eV